1.
Density functional theory data (wB97M-V/def2-TZVPD) for a 2-piece molecular cluster, C5H10F2N2 overall at a distorted geometry.

XYZ file:
```
19
Properties=species:S:1:pos:R:3
C 1.16904 1.44114 0.25980
C 0.20051 1.32185 1.48448
C 0.00059 -0.60116 0.29285
C -0.53010 -1.98934 -0.13760
C -2.30012 1.16805 -1.47687
N 0.80610 0.22661 -0.47347
N -0.20925 0.02701 1.43637
F -2.42241 -0.13539 -1.78660
F -2.10364 1.82601 -2.64853
H 1.11383 2.43828 -0.24413
H 2.28209 1.41684 0.37433
H 0.67877 1.66350 2.39909
H -1.40781 1.41125 -0.79118
H -0.33612 -2.01120 -1.30507
H -1.55944 -2.15622 0.10491
H 0.17557 -2.68275 0.32276
H -3.20236 1.62186 -1.14048
H 1.49241 -0.35509 -1.06387
H -0.89858 -0.33796 2.13850
```

As for the spin multiplicity: 3. As for the expectation value of S²: 2.006. For the LUMO energy (alpha / beta), the calculation gives 0.034 / 0.012 hartree. As for the max |F|: 7.16 eV/A. As for the HOMO-LUMO gap (alpha / beta): 5.1 / 9.8 eV. The total energy comes out at -505.57222 hartree. The charge is 0. The HOMO energy (alpha / beta) is -4.2 / -9.5 eV.

2.
Density functional theory data (wB97M-V/def2-TZVPD) for C5H10F3O2PTi as an isolated structure at a distorted geometry.

XYZ file:
```
22
Properties=species:S:1:pos:R:3
O -1.26914 -2.70741 -3.71981
O -0.78238 -2.67501 -2.38201
C -1.43497 -1.64163 -1.68401
P -0.16252 -0.99318 -0.43752
C 1.20877 -0.40475 0.87525
C 0.74081 0.72826 1.80543
C 0.36690 2.07556 1.07044
F 0.85723 2.39264 -0.19667
C -0.45831 2.93338 1.71202
F -1.14789 3.84633 1.16238
F -0.62999 2.81894 2.96323
H -0.48439 -2.53300 -4.25031
H -1.77780 -0.88453 -2.37211
H -2.28534 -2.06787 -1.16595
H 0.74222 -2.01859 -0.83012
H -1.05654 -1.14983 0.64698
H -0.15378 0.30202 -1.01738
H 1.41573 -1.25423 1.50740
H 2.17145 -0.18466 0.34666
H -0.07941 0.46089 2.44486
H 1.59347 0.98024 2.52500
Ti 2.62589 1.97643 0.99623
```

As for the spin multiplicity: 1. For the LUMO energy, the calculation gives -0.382 hartree. As for the max |F|: 2.67 eV/A. As for the HOMO-LUMO gap: 4.6 eV. The total energy comes out at -1836.34539 hartree. The charge is +2. The HOMO energy is -15.0 eV.

3.
Density functional theory data (wB97M-V/def2-TZVPD) for one molecule with the formula C5H10FN at a distorted geometry.

XYZ file:
```
17
Properties=species:S:1:pos:R:3
C 0.20464 3.10991 0.02474
C -0.04961 1.82559 -0.38642
N 0.35039 0.65441 0.27175
F 1.34474 1.01156 1.17410
C 0.66070 -0.42804 -0.62115
C 0.24951 -1.86015 0.00347
C -1.13924 -1.83106 0.57762
H -0.27573 3.88717 -0.44514
H 0.87907 3.15733 0.80061
H -0.82234 1.49051 -1.04749
H 1.64858 -0.43319 -1.02935
H 0.00551 -0.15572 -1.41471
H 0.47371 -2.61712 -0.78951
H 1.07065 -2.25297 0.68641
H -1.47918 -2.82741 1.04313
H -1.31741 -1.17253 1.35486
H -1.80399 -1.55828 -0.20291
```

As for the spin multiplicity: 1. For the LUMO energy, the calculation gives 0.036 hartree. As for the max |F|: 5.04 eV/A. The SMILES is C=CN(F)CCC. As for the HOMO-LUMO gap: 9.6 eV. The total energy comes out at -350.99914 hartree. The charge is 0. The HOMO energy is -8.6 eV. The calculation puts the relative energy (zero: lowest compared OMol25 entry of this formula, charge and spin) at 332.4 kJ/mol.

4.
Density functional theory data (wB97M-V/def2-TZVPD) for a 2-piece molecular cluster, C5H10FN2 overall at a distorted geometry.

XYZ file:
```
18
Properties=species:S:1:pos:R:3
C 3.42990 0.78368 0.90562
C -1.66670 -0.47328 -1.53824
C -0.36868 -1.27045 0.32841
C -1.69948 0.88664 0.51948
C -1.24017 -0.25548 -0.18609
N 2.30117 1.34794 1.03816
N 2.56388 0.24373 0.01782
F 4.60438 0.76263 1.28344
H -0.94125 -1.16850 -2.11673
H -2.40647 -1.23843 -1.60306
H -1.92801 0.58273 -1.91502
H -0.62397 -1.57174 1.37855
H 0.55197 -0.63630 0.62351
H 0.10795 -2.06937 -0.32819
H -2.59448 1.43227 0.22097
H -1.89538 0.49726 1.59820
H -0.97183 1.62270 0.68047
H 2.77716 0.52399 -0.90729
```

As for the spin multiplicity: 1. For the LUMO energy, the calculation gives -0.208 hartree. As for the max |F|: 4.86 eV/A. As for the HOMO-LUMO gap: 7.3 eV. The total energy comes out at -405.42422 hartree. The charge is +1. The HOMO energy is -13.0 eV. The calculation puts the relative energy (zero: lowest compared OMol25 entry of this formula, charge and spin) at 621.7 kJ/mol.

5.
Density functional theory data (wB97M-V/def2-TZVPD) for an isolated ion of composition C5H10FN2 and charge +1 at a distorted geometry.

XYZ file:
```
18
Properties=species:S:1:pos:R:3
N -2.03990 -1.76996 -0.09131
C -0.96401 -1.02338 0.09892
N 0.31794 -1.32476 0.02530
C 1.37698 -0.40913 0.40266
C 1.06877 0.98893 -0.25043
C -0.23167 1.63417 0.20782
C -1.37422 0.79377 -0.24499
F -2.57390 1.02691 0.31801
H -2.91134 -1.25683 -0.31172
H -2.11335 -2.76747 0.10686
H 0.51854 -2.27601 0.25731
H 2.34653 -0.73882 0.00583
H 1.25573 -0.08565 1.44657
H 1.24135 0.93478 -1.39070
H 1.91338 1.54177 0.08939
H -0.31380 1.50120 1.27610
H -0.51865 2.64187 -0.12737
H -1.50592 0.72625 -1.27426
```

As for the spin multiplicity: 1. For the LUMO energy, the calculation gives -0.138 hartree. As for the max |F|: 5.06 eV/A. The SMILES is [NH2+]=C1NCCC[C@@H]1F. As for the HOMO-LUMO gap: 11.3 eV. The total energy comes out at -405.61184 hartree. The charge is +1. The HOMO energy is -15.0 eV. The calculation puts the relative energy (zero: lowest compared OMol25 entry of this formula, charge and spin) at 129.1 kJ/mol.

6.
Density functional theory data (wB97M-V/def2-TZVPD) for an isolated ion of composition C5H10FN2O and charge +1 at a distorted geometry.

XYZ file:
```
19
Properties=species:S:1:pos:R:3
C 1.09285 -1.32716 -0.32480
C 0.52912 1.59523 0.34672
C 2.45985 0.50258 -0.45026
C -0.49936 0.58459 -0.34722
C -1.99882 0.92342 0.04798
N -0.11280 -0.86116 -0.05565
N 1.58924 -2.50070 -0.10674
O 1.66916 1.51204 -0.53510
F 3.07188 0.19463 0.69008
H 0.17216 2.67252 0.32345
H 0.86773 1.38424 1.38694
H 3.00314 0.07354 -1.29198
H -0.36451 0.67718 -1.48811
H -2.35653 1.72074 -0.54910
H -1.94302 1.23875 1.09472
H -2.66587 0.11563 -0.05686
H -0.75200 -1.39845 0.60486
H 2.58012 -2.62473 -0.41049
H 1.21258 -3.03840 0.60146
```

As for the spin multiplicity: 1. For the LUMO energy, the calculation gives -0.139 hartree. As for the max |F|: 4.48 eV/A. As for the HOMO-LUMO gap: 9.9 eV. The total energy comes out at -480.79727 hartree. The charge is +1. The HOMO energy is -13.7 eV. The calculation puts the relative energy (zero: lowest compared OMol25 entry of this formula, charge and spin) at 202.1 kJ/mol.

7.
Density functional theory data (wB97M-V/def2-TZVPD) for C5H10FeO2 as an isolated structure at a distorted geometry.

XYZ file:
```
18
Properties=species:S:1:pos:R:3
C -1.05510 -1.97536 1.19771
O -1.11417 -0.59044 1.49370
C -1.35726 0.33355 0.49633
C -1.08678 1.63311 1.05352
H -1.83594 -2.45869 1.79648
H -1.21860 -2.21721 0.13890
H -0.03543 -2.28663 1.45455
H -2.20104 0.12269 -0.16587
H -1.56692 1.90644 1.99991
H -0.93666 2.42991 0.31512
C 2.34757 -0.09577 -2.18570
C 1.32660 0.36401 -1.24990
O 1.79874 0.49727 -0.01227
Fe 0.92148 0.94457 1.53398
H 2.08724 -0.24485 -3.23509
H 3.37239 0.22810 -1.98243
H -0.31176 0.12165 -0.98563
H 0.86564 1.28765 -1.66330
```

As for the spin multiplicity: 6. As for the expectation value of S²: 8.819. For the LUMO energy (alpha / beta), the calculation gives -0.186 / -0.215 hartree. As for the max |F|: 2.14 eV/A. As for the HOMO-LUMO gap (alpha / beta): 6.9 / 7.5 eV. The total energy comes out at -1610.16851 hartree. The charge is +1. The HOMO energy (alpha / beta) is -12.0 / -13.3 eV. The calculation puts the relative energy (zero: lowest compared OMol25 entry of this formula, charge and spin) at 121.5 kJ/mol.

8.
Density functional theory data (wB97M-V/def2-TZVPD) for a 2-piece molecular cluster, C5H10I4N overall at a distorted geometry.

XYZ file:
```
20
Properties=species:S:1:pos:R:3
C 1.26921 -0.77197 1.60748
C -2.45411 0.57380 0.49990
C 2.24402 -0.86323 -1.08055
C 1.73413 1.40343 -1.42294
C 1.14581 0.27477 0.70987
N 1.68571 0.32362 -0.57864
I -4.08500 -0.70480 -0.03206
I 4.39832 -0.99875 -0.53873
I -0.20323 1.57763 -2.55289
I 0.04349 2.00900 1.31881
H 0.93108 -0.72932 2.56043
H 1.82302 -1.53849 1.25855
H -2.85871 1.06444 1.35542
H -1.76111 -0.19035 0.71314
H -2.04888 1.15094 -0.26796
H 2.08991 -0.72872 -2.09926
H 1.68174 -1.71316 -0.77909
H 2.41498 1.16732 -2.23538
H 1.71768 2.33877 -1.00071
H -3.49180 -1.57616 -1.25904
```

As for the spin multiplicity: 3. As for the expectation value of S²: 2.024. For the LUMO energy (alpha / beta), the calculation gives -0.159 / -0.226 hartree. As for the max |F|: 3.68 eV/A. As for the HOMO-LUMO gap (alpha / beta): 3.4 / 5.6 eV. The total energy comes out at -1441.50815 hartree. The charge is +1. The HOMO energy (alpha / beta) is -7.7 / -11.8 eV.

9.
Density functional theory data (wB97M-V/def2-TZVPD) for one molecule with the formula C5H10INOSi at a distorted geometry.

XYZ file:
```
19
Properties=species:S:1:pos:R:3
C -1.02261 1.54218 -1.12656
Si -0.49436 -0.02787 -0.21145
C -0.61959 0.19332 1.65947
C -1.62864 -1.56622 -0.50078
O 1.00805 -0.16073 -0.89286
C 2.17283 -0.58377 -0.37980
I 2.29079 -2.03484 1.17550
C 2.91806 0.84444 0.43401
N 3.43362 1.86767 0.47749
H -1.77859 2.06138 -0.60721
H -0.23219 2.25466 -1.28696
H -1.56946 1.41975 -2.05837
H -0.85370 -0.86247 2.03162
H 0.37358 0.53450 2.14197
H -1.33581 0.84879 1.97240
H -1.47766 -1.80286 -1.48285
H -1.31678 -2.22648 0.31905
H -2.65337 -1.38897 -0.46236
H 2.78584 -0.91248 -1.20234
```

As for the spin multiplicity: 1. For the LUMO energy, the calculation gives -0.003 hartree. As for the max |F|: 4.81 eV/A. The SMILES is C[Si](C)(C)O[C@H](I)C#N. As for the HOMO-LUMO gap: 10.0 eV. The total energy comes out at -913.67071 hartree. The charge is 0. The HOMO energy is -10.1 eV.

10.
Density functional theory data (wB97M-V/def2-TZVPD) for an isolated ion of composition C5H10N and charge +1 at a distorted geometry.

XYZ file:
```
16
Properties=species:S:1:pos:R:3
C 1.27195 0.36258 -1.23785
C 0.10079 0.16791 -0.67510
C -1.21307 0.67139 -1.17750
N -0.00752 -0.50272 0.57368
C -0.89516 -1.36485 0.84826
C 0.88031 0.04576 1.45399
H 2.25772 -0.01539 -0.97540
H 1.50278 0.91890 -2.11315
H -1.81733 -0.14605 -1.65873
H -1.12447 1.57372 -1.86635
H -1.56298 0.97430 -0.19248
H -1.22031 -1.51448 1.90952
H -1.64845 -1.63417 0.10368
H 1.87381 -0.20831 1.00359
H 0.78435 -0.46257 2.44286
H 0.81758 1.13398 1.56097
```

As for the spin multiplicity: 1. For the LUMO energy, the calculation gives -0.196 hartree. As for the max |F|: 4.97 eV/A. The SMILES is C=C(C)[N+](=C)C. As for the HOMO-LUMO gap: 9.4 eV. The total energy comes out at -250.92971 hartree. The charge is +1. The HOMO energy is -14.8 eV. The calculation puts the relative energy (zero: lowest compared OMol25 entry of this formula, charge and spin) at 198.4 kJ/mol.

11.
Density functional theory data (wB97M-V/def2-TZVPD) for an isolated ion of composition C5H10N and charge +1 at a distorted geometry.

XYZ file:
```
16
Properties=species:S:1:pos:R:3
C 0.36260 -0.76258 0.19129
C -0.92248 -0.68264 0.07829
C 1.43621 -1.73655 -0.06691
C -2.27214 -0.27549 0.06071
C 0.79111 1.66447 -0.21686
N 0.62471 0.56805 0.69874
H 1.39653 -2.53426 0.67430
H 2.40442 -1.24877 0.00304
H 1.32314 -2.19340 -1.04870
H -2.40530 0.68711 -0.44767
H -2.73458 -0.25637 1.04941
H -2.80908 -1.00628 -0.55934
H -0.15550 2.06849 -0.59169
H 1.31400 2.46661 0.30420
H 1.39509 1.33250 -1.06060
H 0.27706 0.79395 1.62285
```

As for the spin multiplicity: 1. For the LUMO energy, the calculation gives -0.202 hartree. As for the max |F|: 2.56 eV/A. As for the HOMO-LUMO gap: 9.2 eV. The total energy comes out at -250.90507 hartree. The charge is +1. The HOMO energy is -14.7 eV. The calculation puts the relative energy (zero: lowest compared OMol25 entry of this formula, charge and spin) at 263.1 kJ/mol.

12.
Density functional theory data (wB97M-V/def2-TZVPD) for a 2-piece molecular cluster, C5H10N overall at a distorted geometry.

XYZ file:
```
16
Properties=species:S:1:pos:R:3
C 0.53950 -0.77804 2.00796
C 1.50515 0.17851 -0.21472
C 0.14181 0.63955 -0.12060
C -0.53096 1.96481 -0.22862
C -1.44365 -1.55168 -1.38495
N 0.63606 -0.18458 0.84969
H -0.14087 -0.51039 2.72997
H 1.18714 -1.49002 2.20154
H 1.72541 -0.70554 -0.84064
H 2.45330 0.72253 0.13247
H 0.17234 2.57870 -0.64864
H -0.59576 2.28741 0.74395
H -1.41043 1.67885 -0.86561
H -0.70806 -2.05114 -0.85249
H -1.00031 -1.24503 -2.22073
H -2.53067 -1.53394 -1.28856
```

As for the spin multiplicity: 1. For the LUMO energy (alpha / beta), the calculation gives -0.175 / -0.232 hartree. As for the max |F|: 4.81 eV/A. As for the HOMO-LUMO gap (alpha / beta): 9.1 / 6.7 eV. The total energy comes out at -250.75189 hartree. The charge is +1. The HOMO energy (alpha / beta) is -13.8 / -13.0 eV. The calculation puts the relative energy (zero: lowest compared OMol25 entry of this formula, charge and spin) at 665.3 kJ/mol.

13.
Density functional theory data (wB97M-V/def2-TZVPD) for C5H10N as an isolated structure at a distorted geometry.

XYZ file:
```
16
Properties=species:S:1:pos:R:3
C 0.83554 2.27204 -0.42074
C -1.05786 0.84254 0.26088
C -0.24320 1.21819 -0.86419
C 1.25948 1.24648 0.48234
C -0.28719 -2.96734 0.10832
N 0.34205 0.28930 0.32794
H 1.41086 2.52199 -1.18441
H 0.39092 3.16613 0.10875
H -1.36019 1.55916 1.06149
H -1.89535 0.09779 0.02734
H -0.28919 0.80197 -1.80794
H 2.15555 0.99592 1.02488
H -0.58943 -3.52440 -0.79254
H -1.12502 -3.00643 0.89685
H 0.41333 -3.59840 0.70281
H 0.03969 -1.91494 0.06821
```

As for the spin multiplicity: 1. For the LUMO energy, the calculation gives -0.232 hartree. As for the max |F|: 5.10 eV/A. As for the HOMO-LUMO gap: 8.9 eV. The total energy comes out at -250.83872 hartree. The charge is +1. The HOMO energy is -15.2 eV. The calculation puts the relative energy (zero: lowest compared OMol25 entry of this formula, charge and spin) at 437.3 kJ/mol.

14.
Density functional theory data (wB97M-V/def2-TZVPD) for C5H10N as an isolated structure at a distorted geometry.

XYZ file:
```
16
Properties=species:S:1:pos:R:3
C 2.20336 -0.43029 0.64516
C -0.60128 -0.91245 -0.55938
C 0.37676 0.25160 -0.92949
C -1.64104 -0.96534 0.42366
C 0.14385 1.57779 -0.31188
N 1.21249 -0.67517 -0.10231
H 2.88550 0.30486 0.70710
H 2.44302 -1.26903 1.35430
H -0.43157 -1.75306 -1.28373
H 0.62522 0.16991 -2.02516
H -1.20447 -1.22957 1.45825
H -2.37502 -1.76814 0.29662
H -2.21187 -0.08150 0.47552
H -0.86627 1.81299 -0.55524
H 0.90130 2.33327 -0.47127
H 0.12009 1.51060 0.83110
```

As for the spin multiplicity: 1. For the LUMO energy, the calculation gives -0.191 hartree. As for the max |F|: 5.90 eV/A. As for the HOMO-LUMO gap: 10.2 eV. The total energy comes out at -250.88956 hartree. The charge is +1. The HOMO energy is -15.4 eV. The calculation puts the relative energy (zero: lowest compared OMol25 entry of this formula, charge and spin) at 303.8 kJ/mol.